# 1
Formula: H2O2Sn
Source: the Open Molecules 2025 dataset
Level of theory: ωB97M-V/def2-TZVPD

Element x y z (Å)
Sn (-2.48, 0.10, 0.87)
O (1.18, -2.35, 0.94)
H (0.72, -3.15, 1.26)
O (0.08, 2.45, -1.90)
H (0.50, 2.95, -1.18)

HOMO: -7.68 eV
orbital gap: 2.963 eV
DFT total energy: -9947.170 eV
lowest unoccupied orbital energy: -4.719 eV



# 2
Formula: C8H11NO4
Source: the Open Molecules 2025 dataset
Level of theory: ωB97M-V/def2-TZVPD

Element x y z (Å)
C (0.64, -0.93, 0.76)
C (-0.78, 2.31, -0.13)
C (-2.19, 2.09, -0.62)
C (-1.89, 0.44, 1.60)
C (-1.35, -0.31, 0.42)
C (-1.55, 1.13, 0.31)
C (3.32, -0.64, -0.64)
C (2.38, -1.83, -0.53)
N (-1.95, -1.33, -0.34)
O (1.08, -0.74, 1.83)
O (-2.27, -1.07, -1.49)
O (-2.06, -2.43, 0.17)
O (1.00, -1.39, -0.37)
H (0.03, 2.15, -0.83)
H (-0.59, 3.10, 0.58)
H (-2.97, 2.72, -0.22)
H (-2.34, 1.79, -1.64)
H (-2.94, 0.30, 1.85)
H (-1.23, 0.56, 2.45)
H (3.00, 0.02, -1.44)
H (3.33, -0.08, 0.29)
H (4.32, -0.99, -0.86)
H (2.64, -2.47, 0.32)
H (2.36, -2.41, -1.45)

HOMO: -9.31 eV
orbital gap: 9.335 eV
DFT total energy: -18147.991 eV
lowest unoccupied orbital energy: 0.021 eV



# 3
Formula: C5H7NO
Source: the Open Molecules 2025 dataset
Level of theory: ωB97M-V/def2-TZVPD

Element x y z (Å)
O (-1.69, -1.95, 0.20)
C (-0.87, -1.07, 0.12)
C (0.51, -1.03, 0.82)
N (0.83, 0.35, 0.48)
C (0.53, 0.50, -0.96)
C (-0.94, 0.27, -0.62)
C (-0.92, 1.17, 0.64)
H (1.17, -1.78, 0.36)
H (0.48, -1.18, 1.89)
H (1.03, -0.24, -1.60)
H (0.77, 1.51, -1.30)
H (-1.74, 0.34, -1.34)
H (-0.58, 2.18, 0.28)
H (1.42, 0.92, 1.04)

HOMO: -7.86 eV
orbital gap: 8.516 eV
DFT total energy: -8831.456 eV
lowest unoccupied orbital energy: 0.659 eV



# 4
Formula: C7H6ClNO2
Source: the Open Molecules 2025 dataset
Level of theory: ωB97M-V/def2-TZVPD

Element x y z (Å)
C (-0.93, 0.92, -0.03)
C (0.47, 1.00, -0.11)
C (1.27, -0.11, 0.01)
C (0.70, -1.37, 0.05)
C (-0.68, -1.50, 0.13)
C (-1.49, -0.36, 0.08)
C (2.78, -0.10, -0.03)
H (-2.71, 1.89, -0.05)
H (-1.32, 2.90, -0.01)
H (0.84, 2.04, -0.20)
H (1.33, -2.24, 0.06)
H (-1.19, -2.46, 0.10)
H (2.65, 1.71, 0.63)
N (-1.72, 2.02, -0.22)
O (3.35, 1.06, 0.34)
O (3.45, -1.05, -0.36)
Cl (-3.21, -0.53, 0.04)

HOMO: -8.65 eV
structure (SMILES): Nc1cc(C(=O)O)ccc1Cl
orbital gap: 8.963 eV
DFT total energy: -25464.456 eV
lowest unoccupied orbital energy: 0.311 eV



# 5
Formula: C5H13NO2
Source: the Open Molecules 2025 dataset
Level of theory: ωB97M-V/def2-TZVPD

Element x y z (Å)
C (0.49, 0.53, 2.15)
O (-0.28, -0.52, 2.67)
C (0.57, 0.54, 0.60)
C (0.38, -0.84, -0.03)
C (-0.12, -0.79, -1.50)
C (-1.62, -0.61, -1.57)
O (-1.98, 0.79, -1.81)
N (1.81, 1.15, 0.13)
H (1.49, 0.60, 2.61)
H (0.05, 1.47, 2.47)
H (-1.22, -0.29, 2.66)
H (-0.20, 1.24, 0.32)
H (1.31, -1.39, 0.08)
H (-0.35, -1.44, 0.51)
H (0.32, 0.11, -1.92)
H (0.36, -1.63, -2.00)
H (-2.23, -1.23, -2.24)
H (-2.04, -0.69, -0.58)
H (2.06, 0.85, -0.80)
H (-1.40, 1.13, -2.50)
H (2.60, 1.02, 0.75)

HOMO: -9.10 eV
structure (SMILES): N[C@H](CO)CCCO
orbital gap: 10.007 eV
DFT total energy: -10979.719 eV
lowest unoccupied orbital energy: 0.908 eV



# 6
Formula: C8H6N2S
Source: the Open Molecules 2025 dataset
Level of theory: ωB97M-V/def2-TZVPD

Element x y z (Å)
C (1.65, -1.46, -0.42)
C (2.62, -0.45, -0.46)
C (0.37, -1.22, 0.12)
C (2.30, 0.84, -0.17)
C (-0.03, 0.16, 0.34)
C (0.97, 1.09, 0.19)
C (-2.23, 1.38, -0.14)
C (-1.50, 0.48, 0.76)
N (-3.11, 0.86, -0.90)
N (-2.31, -0.72, 0.84)
S (-3.47, -0.63, -0.30)
H (1.96, -2.52, -0.69)
H (3.69, -0.55, -0.85)
H (-0.42, -2.06, 0.20)
H (3.03, 1.72, -0.17)
H (-2.01, 2.42, -0.22)
H (-1.52, 0.65, 1.88)

HOMO (alpha / beta): -9.44 / -7.88 eV
orbital gap (alpha / beta): 8.874 / 7.139 eV
DFT total energy: -22203.608 eV
lowest unoccupied orbital energy (alpha / beta): -0.564 / -0.743 eV



# 7
Formula: C40H45AsGeN4NiS
Source: the Open Molecules 2025 dataset
Level of theory: ωB97M-V/def2-TZVPD

Element x y z (Å)
Ni (0.15, 1.79, 0.85)
S (-1.92, 3.16, 2.00)
C (-2.40, 2.45, 0.51)
C (-3.67, 2.65, -0.08)
C (-3.97, 2.08, -1.29)
C (-3.01, 1.29, -1.95)
C (-1.80, 1.12, -1.33)
N (-1.51, 1.66, -0.14)
H (-4.38, 3.27, 0.45)
H (-4.94, 2.25, -1.74)
H (-3.21, 0.83, -2.90)
H (-1.03, 0.51, -1.79)
C (4.06, 2.09, -1.77)
N (3.08, 1.07, -1.30)
C (3.59, -0.30, -1.51)
C (1.70, 1.24, -1.92)
C (1.20, 2.63, -1.75)
C (1.32, 3.51, -2.83)
C (0.90, 4.83, -2.71)
C (0.36, 5.25, -1.51)
C (0.23, 4.37, -0.44)
C (0.64, 3.04, -0.52)
H (5.01, 1.90, -1.26)
H (3.68, 3.08, -1.54)
H (4.18, 1.97, -2.84)
H (2.92, 1.22, -0.30)
H (3.83, -0.42, -2.57)
H (2.81, -1.01, -1.24)
H (4.48, -0.46, -0.91)
H (1.08, 0.51, -1.39)
H (1.80, 0.94, -2.96)
H (1.73, 3.16, -3.77)
H (0.99, 5.50, -3.55)
H (0.01, 6.27, -1.41)
H (-0.26, 4.72, 0.46)
C (1.70, 4.54, 2.45)
As (1.80, 2.63, 2.22)
C (3.72, 2.42, 1.87)
C (1.69, 2.03, 4.07)
H (2.35, 4.83, 3.28)
H (0.67, 4.80, 2.67)
H (2.02, 5.04, 1.54)
H (4.29, 2.89, 2.68)
H (3.97, 2.92, 0.94)
H (3.99, 1.37, 1.83)
H (2.23, 2.74, 4.70)
H (2.12, 1.04, 4.19)
H (0.64, 2.01, 4.36)
N (-4.25, -1.72, 3.81)
C (-3.15, -1.51, 3.54)
C (-1.79, -1.23, 3.20)
C (-0.76, -2.05, 3.64)
C (0.54, -1.73, 3.28)
C (0.75, -0.63, 2.48)
N (-0.24, 0.18, 2.06)
C (-1.49, -0.13, 2.41)
H (-0.98, -2.92, 4.26)
H (1.37, -2.34, 3.59)
H (1.75, -0.36, 2.16)
H (-2.27, 0.54, 2.07)
C (2.05, -3.20, 0.43)
Ge (0.35, -2.53, -0.31)
C (0.39, -2.52, -2.26)
C (-0.71, -2.08, -2.99)
C (-0.66, -1.99, -4.38)
C (0.50, -2.34, -5.05)
C (1.61, -2.79, -4.34)
C (1.55, -2.88, -2.96)
C (-1.09, -3.56, 0.50)
C (-0.76, -4.76, 1.09)
C (-1.74, -5.59, 1.68)
C (-3.05, -5.21, 1.67)
C (-3.44, -3.98, 1.08)
C (-4.80, -3.57, 1.06)
C (-5.16, -2.37, 0.53)
C (-4.18, -1.52, -0.02)
C (-2.87, -1.90, -0.03)
C (-2.46, -3.14, 0.50)
H (2.51, -3.95, -0.21)
H (1.86, -3.64, 1.40)
H (2.78, -2.39, 0.57)
H (-1.63, -1.81, -2.49)
H (-1.53, -1.66, -4.93)
H (0.54, -2.28, -6.13)
H (2.51, -3.09, -4.87)
H (2.42, -3.25, -2.42)
H (0.26, -5.11, 1.10)
H (-1.45, -6.53, 2.13)
H (-3.82, -5.84, 2.11)
H (-5.54, -4.22, 1.51)
H (-6.20, -2.06, 0.54)
H (-4.46, -0.55, -0.42)
H (-2.12, -1.22, -0.43)

HOMO (alpha / beta): -9.52 / -9.60 eV
2S+1: 2
<S²>: 0.755
orbital gap (alpha / beta): 7.073 / 6.179 eV
DFT total energy: -217397.091 eV
lowest unoccupied orbital energy (alpha / beta): -2.450 / -3.420 eV
charge: +1



# 8
Formula: C4H5NO2
Source: the Open Molecules 2025 dataset
Level of theory: ωB97M-V/def2-TZVPD

Element x y z (Å)
O (-1.53, -1.38, -0.57)
C (-1.42, -0.78, 0.47)
C (-0.10, -0.53, 1.19)
O (-0.04, -0.81, 2.36)
N (0.93, 0.15, 0.52)
C (0.37, 1.13, -0.45)
C (1.16, -0.01, -0.92)
H (-2.29, -0.40, 1.04)
H (0.79, 2.11, -0.28)
H (-0.68, 1.17, -0.75)
H (0.63, -0.80, -1.44)
H (2.20, 0.15, -1.19)

HOMO: -9.76 eV
structure (SMILES): O=CC(=O)N1CC1
orbital gap: 9.747 eV
DFT total energy: -9811.794 eV
lowest unoccupied orbital energy: -0.017 eV